This record from the Open Molecules 2025 dataset describes a single C17H24N4O molecule at a distorted geometry. The level of theory is ωB97M-V/def2-TZVPD.

Each line ends with the Löwdin charge.
Atoms and positions in Å:
O (-1.30367, -0.06832, -1.93034)  0.1277
N (-0.04771, 2.32954, -0.65781)  0.0691
N (2.15961, -1.61991, 1.47999)  0.1882
N (-0.78801, -1.41960, -0.14660)  -0.0028
N (-0.29700, -1.64121, 1.12490)  -0.0922
C (-2.24253, -3.47541, -0.07837)  -0.1985
C (-0.99583, -0.10890, -0.78314)  -0.3365
C (-2.10158, 1.84902, 0.59690)  -0.3865
C (4.03842, -0.48738, -1.22352)  -0.0546
C (-2.98024, 0.71846, 1.08257)  -0.0587
C (-0.85859, 1.24684, -0.03501)  -0.2042
C (3.29177, 3.21026, -2.04451)  -0.0905
C (-1.10304, -2.54894, 1.94867)  -0.1096
C (-1.66183, 2.71150, 1.75357)  -0.0693
C (1.95363, 1.00664, -0.95094)  -0.0005
C (3.97482, 1.99070, -1.94320)  -0.0637
C (3.30833, 0.88793, -1.29537)  -0.2146
C (-1.24088, -2.60431, -0.87514)  -0.1253
C (1.02626, -1.58230, 1.41704)  -0.2535
C (-1.45902, -3.85988, 1.08026)  -0.2006
C (1.25570, 2.22365, -0.96552)  -0.2603
C (1.94122, 3.36631, -1.57932)  -0.0062
H (-2.48152, -4.28456, -0.70829)  0.1018
H (4.22268, -0.62652, -0.16868)  0.0522
H (1.47020, 4.32525, -1.76084)  0.0876
H (-1.72361, -2.43953, -1.81243)  0.1126
H (3.76380, 3.96488, -2.57198)  0.0667
H (-3.15117, -2.92484, 0.19987)  0.1262
H (4.90541, 1.87125, -2.43983)  0.0841
H (-2.68474, 2.43017, -0.02878)  0.1214
H (5.10823, -0.41856, -1.50652)  0.0733
H (3.69228, -1.35778, -1.70090)  0.0529
H (-0.48134, -4.34385, 0.87517)  0.1173
H (-2.52475, 0.00146, 1.80296)  0.0765
H (-2.49795, 3.33630, 2.19165)  0.1001
H (-0.42113, 0.90289, 0.82745)  0.0936
H (-3.26255, -0.01732, 0.37894)  0.0641
H (-0.39175, -3.24043, -1.10434)  0.1273
H (-0.59524, -2.72604, 2.90129)  0.1207
H (-2.00124, -4.66688, 1.74005)  0.1427
H (-2.06290, -2.08477, 2.30665)  0.1138
H (-3.76129, 1.20805, 1.64707)  0.0864
H (-1.21972, 2.07004, 2.59866)  0.1174
H (1.49365, 0.14119, -0.49837)  0.0739
H (-0.89946, 3.43342, 1.39468)  0.0760
H (-0.36570, 3.32147, -0.53858)  0.1543

Properties
Structure (SMILES): Cc1cccc(N[C@H](C(=O)N2CCCCN2C#N)C(C)C)c1
Frontier orbital gap, eV: 8.033
Charge: 0
Energy relative to the best compared isomer or geometry (same formula, charge and spin), kJ/mol: 193.6
HOMO level, eV: -7.40
Lowest unoccupied orbital energy, eV: 0.64



This record from the Open Molecules 2025 dataset describes a molecular structure, C17H28NO2P2PbTe at a distorted geometry. The level of theory is ωB97M-V/def2-TZVPD.

Each line ends with the Löwdin charge.
Atoms and positions in Å:
Pb (-0.56436, -0.68191, 0.49659)  0.9732
Te (1.80822, 0.92119, 0.02699)  1.2500
P (-0.38488, 2.42418, -0.19813)  0.6351
P (0.53397, -2.97403, -0.60264)  0.7820
O (-5.05784, 0.54215, 1.56090)  -0.0807
O (-2.64742, -4.67624, 1.80236)  -0.0579
N (-1.01945, -0.34360, -1.76554)  -0.0820
C (-1.20234, 3.10189, 1.30886)  -0.1861
C (2.20698, 1.09466, 3.07004)  -0.1532
C (2.15334, -3.79008, -0.36803)  -0.2035
C (2.77466, 1.53767, 1.86218)  -0.5232
C (-2.21056, 0.82463, -3.56132)  0.0275
C (-1.77055, 1.92498, -1.25805)  -0.2148
C (0.21198, 3.82181, -1.21095)  -0.2395
C (3.86362, 2.36457, 4.31329)  -0.0028
C (-0.53842, -1.21136, -2.66832)  -0.3302
C (-1.68074, 0.81283, -2.22205)  -0.2937
C (-1.65883, -0.02942, -4.48627)  0.0102
C (-0.68198, -4.32621, -0.68788)  -0.2282
C (2.75111, 1.51338, 4.29359)  -0.0305
C (-0.79641, -1.01863, -4.02381)  0.0082
C (4.45711, 2.77337, 3.10610)  -0.0150
C (3.91597, 2.35724, 1.87287)  -0.1062
C (0.46201, -2.29488, -2.30425)  -0.2905
H (-1.51421, -1.62021, 1.63155)  -0.0461
H (-2.93517, -4.31482, 2.63792)  0.0422
H (-5.65290, 0.97161, 0.91903)  0.0519
H (-2.01523, 2.43088, 1.63909)  0.0667
H (-0.46652, 3.21982, 2.11763)  0.0612
H (4.26043, 2.69529, 5.27074)  0.1348
H (2.30717, 1.15978, 5.22214)  0.1297
H (1.13348, 4.30314, -0.84182)  0.0708
H (1.44230, -1.84252, -2.51909)  0.1122
H (2.96719, -3.06050, -0.53227)  0.0611
H (0.24973, -3.14604, -2.97277)  0.1193
H (2.29148, -4.66088, -1.03361)  0.0880
H (-2.14708, 2.79769, -1.81197)  0.0935
H (1.34566, 0.42746, 3.04971)  0.0750
H (-1.87304, 0.07410, -5.54985)  0.1474
H (4.39654, 2.68516, 0.94536)  0.1162
H (-3.00053, -4.01061, 1.15812)  0.0423
H (-5.29721, -0.39013, 1.42847)  0.0372
H (-1.64064, 4.09285, 1.09602)  0.0919
H (5.34253, 3.41041, 3.14067)  0.1347
H (-0.25498, -1.65764, -4.71346)  0.1399
H (-3.00238, 1.55879, -3.78658)  0.1491
H (-0.36663, -5.11153, -1.39679)  0.0899
H (-0.84503, -4.70303, 0.33353)  0.0437
H (0.38161, 3.46720, -2.24624)  0.0775
H (-1.65225, -3.90757, -0.99303)  0.0630
H (2.19658, -4.13277, 0.68338)  0.0751
H (-0.57605, 4.59589, -1.23239)  0.0839

Properties
Frontier orbital gap (alpha / beta), eV: 4.528 / 3.313
Charge: +3
HOMO level (alpha / beta), eV: -16.67 / -16.04
Lowest unoccupied orbital energy (alpha / beta), eV: -12.14 / -12.73



| no. | E_tot (eV) |
| --- | --- |
| 1 | -26022.7270 |
| 2 | -54754.8334 |